<one>
ORCA calculation (the ωB97M-V functional and the def2-TZVPD basis) on one molecule with the formula C3H5NO4.

```
13
Properties=species:S:1:pos:R:3
O -2.464 -0.185 0.638
O -1.188 -1.615 -0.512
H 1.804 0.903 0.963
H 1.542 -1.776 0.152
O -0.728 1.849 0.206
H -2.056 -2.032 -0.665
C -0.311 0.541 0.041
H -1.752 1.714 0.332
C 1.105 0.156 0.453
N 0.760 0.389 -0.915
C -1.425 -0.475 0.103
O 1.435 -1.087 0.960
H 1.067 1.180 -1.414
```

The calculation puts the LUMO energy at 0.57 eV. The SMILES is O=C(O)[C@]1(O)N[C@@H]1O.

***

<two>
ORCA calculation (the ωB97M-V functional and the def2-TZVPD basis) on a 2-piece molecular cluster, C3H5NO4 overall.

```
13
Properties=species:S:1:pos:R:3
H 0.052 -1.776 0.756
H 1.238 -1.068 1.738
H -0.823 0.190 1.219
C 1.147 -0.329 -0.197
O -2.215 1.866 -0.907
H 0.849 -0.656 -1.185
O -1.286 1.024 0.925
C -1.557 0.995 -0.399
N 0.585 -0.940 0.973
C 2.266 0.382 -0.110
O -1.592 -0.269 -0.941
O 3.343 0.807 -0.059
H -2.010 -0.227 -1.812
```

The calculation puts the LUMO energy at 0.18 eV. The SMILES is O=C(O)O.NC=C=O.

***

<three>
ORCA calculation (the ωB97M-V functional and the def2-TZVPD basis) on one molecule with the formula C3H5NO4.

```
13
Properties=species:S:1:pos:R:3
H 0.871 0.076 -2.122
O 2.060 0.762 0.391
H 1.168 0.694 2.361
O -1.510 0.796 0.884
N 0.425 -0.669 -1.684
C 0.968 0.256 0.593
H -0.848 0.674 1.595
H -0.355 -0.624 -2.315
H -0.087 -1.350 0.316
C -1.314 -0.056 -0.235
C -0.042 -0.541 -0.365
O 0.682 0.105 1.865
O -2.018 -0.123 -1.283
```

The calculation puts the LUMO energy at 0.27 eV. The SMILES is NC(C(=O)O)C(=O)O.

***

Most stable to least stable: <two>, <one>, <three>

***

<one>
ORCA calculation (the ωB97M-V functional and the def2-TZVPD basis) on C3H11N2S as an isolated structure.

```
17
Properties=species:S:1:pos:R:3
S -2.344 -0.188 0.083
H 1.884 0.697 -0.500
N -0.544 1.529 -1.078
H -0.930 -2.276 -0.194
H -3.000 0.954 0.166
H -1.386 2.038 -1.270
H -0.074 1.745 2.210
H -0.276 -1.932 1.213
H 0.226 1.926 -0.610
C 1.573 -0.348 -0.635
N 0.236 -0.576 -0.275
H 2.004 -0.846 -1.501
H 2.241 -0.825 0.135
H 0.264 2.219 2.778
C -0.755 0.331 -0.477
H 0.871 -2.489 -0.212
C 0.010 -1.959 0.166
```

The calculation puts the LUMO energy at -3.95 eV. As for the charge: +1.

***

<two>
ORCA calculation (the ωB97M-V functional and the def2-TZVPD basis) on a 2-piece molecular cluster, C3H11N2S overall.

```
17
Properties=species:S:1:pos:R:3
S 1.509 0.289 -0.207
H -0.148 -0.235 2.693
H 2.175 -2.274 -2.445
H 1.888 -1.055 -3.540
H -2.814 1.295 1.325
N -0.894 0.568 0.917
H -0.710 0.265 -1.085
C -0.304 0.738 2.221
C -2.329 0.426 0.881
H 0.658 1.241 2.136
H 1.807 -0.473 -1.577
C -0.176 0.415 -0.155
H -2.684 0.305 -0.140
H -2.616 -0.456 1.458
H 3.300 -1.086 -2.683
H -0.967 1.327 2.850
N 2.306 -1.289 -2.647
```

The calculation puts the LUMO energy at -3.43 eV. As for the charge: +1.

***

Most stable to least stable: <two>, <one>

***

<one>
ORCA calculation (the ωB97M-V functional and the def2-TZVPD basis) on a 2-piece molecular cluster, C3H11N2S overall.

```
17
Properties=species:S:1:pos:R:3
H -1.500 0.641 1.818
C -1.708 0.300 -1.363
C 2.550 0.011 0.069
H 2.273 0.865 -1.763
N 1.872 -0.409 1.103
H -1.413 1.316 -1.140
C -1.998 -0.192 1.325
H -2.778 0.131 -1.422
H -2.944 0.134 0.905
H 3.582 0.358 0.160
H -1.262 0.025 -2.316
H 2.368 -0.849 1.867
H -2.178 -0.986 2.040
H 0.905 -0.176 1.314
N 2.041 0.101 -1.142
H 1.218 -0.451 -1.362
S -1.028 -0.819 -0.093
```

The calculation puts the LUMO energy at -4.26 eV. As for the charge: +1.

***

<two>
ORCA calculation (the ωB97M-V functional and the def2-TZVPD basis) on a 2-piece molecular cluster, C3H11N2S overall.

```
17
Properties=species:S:1:pos:R:3
C 2.556 2.129 -0.708
N -1.659 -1.537 -0.878
S -0.092 1.910 0.392
H 3.207 1.242 -0.697
H -1.670 -0.690 -0.298
C -1.802 -2.612 -0.151
N -2.422 -2.575 1.018
H 1.968 1.550 1.422
H -2.945 -1.728 1.193
H -1.176 -1.570 -1.762
H 3.107 3.006 -1.036
H -1.474 -3.580 -0.519
C 1.722 2.161 0.560
H -0.260 0.558 0.357
H -2.518 -3.380 1.616
H 1.627 3.159 1.000
H 1.831 1.957 -1.509
```

The calculation puts the LUMO energy at -4.22 eV. As for the charge: +1.

***

Most stable to least stable: <one>, <two>

***

<one>
ORCA calculation (the ωB97M-V functional and the def2-TZVPD basis) on C5H10N2O as an isolated structure.

```
18
Properties=species:S:1:pos:R:3
C 1.375 -0.860 0.621
C 0.748 0.225 -0.118
N -1.725 -1.653 -1.010
H 2.035 -1.493 0.119
H -0.511 -2.862 0.049
H -2.952 -0.082 -1.339
H -0.452 1.869 0.065
H -2.591 -0.151 0.536
C -0.619 -1.856 -0.283
C 0.500 1.802 0.459
C -2.094 -0.129 -0.731
H 1.471 3.574 0.301
H -1.202 0.737 -0.785
H 1.426 -0.274 1.761
N -0.069 -0.936 0.441
O 1.792 2.460 0.398
H 0.962 0.294 -1.144
H 0.580 1.740 1.546
```

The calculation puts the LUMO energy at 0.35 eV.

***

<two>
ORCA calculation (the ωB97M-V functional and the def2-TZVPD basis) on a 2-piece molecular cluster, C5H10N2O overall.

```
18
Properties=species:S:1:pos:R:3
C -1.302 -0.952 -0.753
C -1.294 -2.408 -0.162
H -0.320 -1.039 1.271
H 0.995 0.381 -1.593
C 1.460 1.767 0.161
N 0.593 2.456 1.125
H -1.215 -3.161 -0.944
H -1.854 -0.205 -0.147
H -0.343 1.197 -0.816
H -1.924 -2.699 0.677
H 0.832 -1.816 0.098
N 1.720 0.491 0.508
H 0.591 1.909 1.969
H 2.215 2.370 -0.358
C 0.609 0.716 -0.651
H 0.703 3.446 1.287
O -1.276 -0.914 -1.998
C -0.192 -1.540 0.325
```

The calculation puts the LUMO energy at -2.53 eV.

***

Most stable to least stable: <one>, <two>

***

<one>
ORCA calculation (the ωB97M-V functional and the def2-TZVPD basis) on a 2-piece molecular cluster, C5H10N2O overall.

```
18
Properties=species:S:1:pos:R:3
H -2.753 -0.570 2.363
C 1.382 0.903 -0.222
H 0.720 2.243 -1.412
H 1.543 -1.108 0.443
H -1.361 -2.020 -1.804
H 2.613 -0.684 -0.898
C -1.314 -0.967 -1.521
H -1.782 0.991 2.364
H 2.979 -0.116 0.750
H 0.955 0.964 1.690
N 1.264 1.386 -1.369
O 0.721 1.436 0.880
H -2.272 -0.481 -1.730
C -1.998 0.043 1.902
C 2.186 -0.331 0.035
H -0.528 -0.485 -2.104
N -0.922 -0.905 -0.148
C -1.432 -0.300 0.780
```

The calculation puts the LUMO energy at 0.79 eV. The SMILES is [H]/N=C(/C)O.C=C=NC.

***

<two>
ORCA calculation (the ωB97M-V functional and the def2-TZVPD basis) on C5H10N2O as an isolated structure.

```
18
Properties=species:S:1:pos:R:3
H 0.519 -0.716 -1.680
H -1.555 -1.454 -0.338
N 0.392 -0.572 -0.794
H -0.521 3.408 -2.234
H 0.919 -2.266 1.647
N -0.481 0.958 0.723
C 0.339 -2.622 0.377
H -0.942 3.370 0.102
H 1.415 -2.907 -0.668
C -0.019 3.052 -0.895
C -0.438 -0.296 1.300
H 1.209 3.588 -0.431
H -0.301 -3.710 0.869
H -1.183 -0.621 1.957
C -0.003 0.820 -0.404
H 0.792 -0.450 1.614
C -0.427 -1.360 0.039
O 0.285 1.781 -1.184
```

The calculation puts the LUMO energy at 0.66 eV.

***

<three>
ORCA calculation (the ωB97M-V functional and the def2-TZVPD basis) on one molecule with the formula C5H10N2O.

```
18
Properties=species:S:1:pos:R:3
N -1.095 1.005 -0.723
H 1.872 -2.046 -1.178
H 0.640 -1.689 -2.380
H 1.485 1.685 -0.138
C -0.791 -1.250 0.238
C 0.349 0.635 1.305
H 1.213 -0.381 -1.297
C 1.402 1.303 0.869
H -0.658 0.573 -1.526
H -0.755 1.946 -0.625
O -1.996 0.486 1.346
H -2.699 0.850 0.801
H 2.229 1.527 1.521
C -0.879 0.260 0.500
H -1.517 -1.805 0.829
H 0.280 0.302 2.328
N -0.056 -1.944 -0.495
C 0.975 -1.457 -1.375
```

The calculation puts the LUMO energy at 0.85 eV. The SMILES is C=C[C@](N)(O)/C=N\C.

***

Most stable to least stable: <three>, <one>, <two>

***

<one>
ORCA calculation (the ωB97M-V functional and the def2-TZVPD basis) on a 2-piece molecular cluster, CH7N2O overall.

```
11
Properties=species:S:1:pos:R:3
H -2.030 -0.749 -1.647
C 0.699 0.724 0.220
H -1.014 -0.930 -0.334
O -0.363 1.494 0.070
H 1.319 -0.507 1.780
N 0.464 -0.403 1.207
H -0.484 -0.192 -1.603
H 1.071 0.184 -0.715
N -1.090 -0.956 -1.355
H 1.620 1.319 0.506
H -0.193 0.015 1.871
```

The calculation puts the LUMO energy at 4.95 eV. As for the charge: -1.

***

<two>
ORCA calculation (the ωB97M-V functional and the def2-TZVPD basis) on a 2-piece molecular cluster, CH7N2O overall.

```
11
Properties=species:S:1:pos:R:3
O -1.932 -0.751 -0.492
H -0.369 -0.041 -1.245
C 0.830 0.652 0.265
N 0.649 0.246 -1.117
H 1.124 -0.679 -1.202
N 0.174 -0.232 1.278
H 0.447 1.671 0.401
H -0.806 -0.389 0.948
H 0.582 -1.162 1.153
H 1.910 0.666 0.518
H -2.609 0.018 -0.507
```

The calculation puts the LUMO energy at 4.81 eV. As for the charge: -1.

***

Most stable to least stable: <two>, <one>